Record 1
Computed, not measured: a cluster of 8 separate species, C40H74F24N8O17S8 in total in a non-equilibrium geometry, with wB97M-V/def2-TZVPD.

Calculated values
gap between HOMO and LUMO = 5.2 eV
energy relative to the best compared isomer or geometry (same formula, charge and spin) = 789.85 kJ/mol
molar mass = 1651.56 g/mol
E_HOMO = -6.9 eV

Last column: Löwdin charge in e.
Geometry (Å):
1 C -21.627 -4.345 7.363  -0.06
2 C -20.329 -3.645 7.003  -0.17
3 N -20.356 -2.125 6.645  -0.18
4 C -20.505 -1.389 8.012  0.03
5 C -18.954 -1.769 5.919  -0.10
6 C -18.782 -0.251 5.609  -0.03
7 C -21.621 -1.735 5.759  -0.05
8 C -21.550 -2.257 4.315  -0.19
9 O -21.545 -3.688 4.327  -0.21
10 C -21.491 -4.120 2.947  -0.06
11 H -22.347 -4.281 6.547  0.05
12 H -22.064 -3.752 8.167  0.07
13 H -21.538 -5.386 7.673  0.10
14 H -19.907 -4.184 6.155  0.12
15 H -19.742 -3.726 7.918  0.12
16 H -21.434 -1.694 8.492  0.09
17 H -20.616 -0.329 7.783  0.06
18 H -19.662 -1.647 8.653  0.11
19 H -18.811 -2.485 5.110  0.12
20 H -18.234 -2.235 6.591  0.12
21 H -17.722 -0.071 5.428  0.09
22 H -19.149 0.440 6.367  0.07
23 H -19.412 0.049 4.772  0.07
24 H -21.678 -0.647 5.757  0.10
25 H -22.534 -2.071 6.250  0.10
26 H -20.746 -1.737 3.794  0.12
27 H -22.393 -1.922 3.712  0.11
28 H -22.399 -3.969 2.362  0.10
29 H -21.186 -5.166 2.966  0.10
30 H -20.652 -3.686 2.402  0.09
31 C -29.967 5.179 1.467  -0.11
32 C -29.070 4.736 2.609  -0.22
33 C -29.727 3.452 3.205  -0.10
34 N -28.914 2.814 4.347  -0.23
35 C -28.658 3.730 5.569  0.09
36 C -27.648 2.136 3.886  -0.09
37 C -27.457 0.991 4.867  -0.14
38 C -28.853 0.581 5.345  -0.13
39 C -29.762 1.668 4.817  -0.15
40 H -31.012 5.228 1.773  0.08
41 H -30.087 4.477 0.642  0.08
42 H -29.617 6.098 0.998  0.09
43 H -29.021 5.540 3.344  0.10
44 H -28.097 4.590 2.142  0.12
45 H -29.851 2.771 2.364  0.12
46 H -30.729 3.700 3.554  0.13
47 H -28.277 4.663 5.155  0.10
48 H -27.880 3.222 6.140  0.11
49 H -29.599 3.828 6.111  0.11
50 H -26.850 2.878 3.870  0.14
51 H -27.757 1.702 2.892  0.12
52 H -26.753 1.210 5.669  0.09
53 H -27.059 0.145 4.308  0.07
54 H -28.967 0.739 6.417  0.11
55 H -29.219 -0.440 5.235  0.09
56 H -30.632 1.916 5.425  0.13
57 H -30.136 1.204 3.905  0.10
58 C -33.345 1.897 9.126  -0.08
59 C -33.987 0.820 8.244  -0.23
60 C -32.998 -0.307 7.907  -0.12
61 N -33.558 -1.401 6.994  -0.22
62 C -34.785 -2.185 7.540  0.06
63 C -33.836 -0.803 5.569  -0.06
64 C -33.931 -2.060 4.677  -0.14
65 C -32.778 -2.954 5.171  -0.13
66 C -32.461 -2.341 6.534  -0.12
67 H -32.523 2.347 8.568  0.07
68 H -32.975 1.392 10.018  0.08
69 H -33.986 2.720 9.441  0.08
70 H -34.317 1.296 7.321  0.11
71 H -34.800 0.332 8.782  0.11
72 H -32.710 -0.883 8.786  0.14
73 H -32.110 0.108 7.432  0.12
74 H -34.605 -2.561 8.547  0.11
75 H -35.075 -2.995 6.871  0.11
76 H -35.633 -1.508 7.643  0.10
77 H -34.766 -0.245 5.679  0.13
78 H -33.021 -0.135 5.289  0.13
79 H -34.880 -2.595 4.726  0.11
80 H -33.861 -1.848 3.610  0.12
81 H -33.042 -4.011 5.146  0.13
82 H -31.936 -2.931 4.479  0.11
83 H -32.230 -3.147 7.231  0.13
84 H -31.589 -1.692 6.449  0.11
85 C -29.200 -4.459 6.631  -0.07
86 C -28.942 -3.538 5.389  -0.18
87 C -27.412 -3.393 5.083  -0.06
88 N -26.573 -4.627 4.538  -0.20
89 C -27.182 -5.310 3.328  0.04
90 C -26.329 -5.616 5.680  -0.08
91 C -24.932 -6.189 5.380  -0.11
92 C -24.265 -5.309 4.338  -0.13
93 C -25.190 -4.098 4.198  -0.10
94 H -28.348 -4.609 7.295  0.06
95 H -29.341 -5.460 6.224  0.08
96 H -30.065 -4.218 7.249  0.06
97 H -29.380 -2.568 5.624  0.07
98 H -29.457 -3.919 4.508  0.09
99 H -26.936 -3.023 5.990  0.11
100 H -27.294 -2.727 4.228  0.11
101 H -27.138 -4.689 2.433  0.09
102 H -28.228 -5.563 3.503  0.11
103 H -26.733 -6.296 3.214  0.11
104 H -27.194 -6.277 5.628  0.12
105 H -26.415 -5.081 6.626  0.11
106 H -25.078 -7.235 5.110  0.12
107 H -24.318 -6.078 6.273  0.10
108 H -24.294 -5.734 3.335  0.10
109 H -23.231 -5.208 4.669  0.09
110 H -25.271 -3.609 3.227  0.11
111 H -24.998 -3.331 4.948  0.11
112 C -30.551 -0.741 1.541  -0.55
113 F -31.524 -1.344 0.961  0.19
114 F -30.525 0.610 1.193  0.07
115 F -30.717 -0.852 2.948  0.02
116 S -28.820 -1.584 1.044  0.68
117 O -28.865 -2.965 1.523  -0.32
118 O -28.691 -1.364 -0.382  -0.27
119 N -27.698 -0.652 1.983  -0.31
120 S -26.308 -0.929 1.259  0.58
121 O -26.103 -2.356 0.940  -0.31
122 O -26.021 -0.021 0.152  -0.29
123 C -24.998 -0.464 2.611  -0.62
124 F -23.783 -0.697 2.159  0.16
125 F -25.112 0.861 2.911  0.10
126 F -25.277 -1.204 3.690  0.10
127 C -23.189 2.449 5.548  -0.63
128 F -24.367 2.014 5.251  0.15
129 F -22.245 1.924 4.699  0.10
130 F -23.164 3.779 5.442  0.15
131 S -22.828 1.941 7.411  0.64
132 O -21.412 1.972 7.557  -0.31
133 O -23.508 2.957 8.221  -0.29
134 N -23.309 0.325 7.507  -0.30
135 S -24.585 0.435 8.406  0.56
136 O -24.421 0.865 9.789  -0.30
137 O -25.654 1.157 7.756  -0.35
138 C -25.186 -1.510 8.465  -0.56
139 F -24.455 -2.179 9.369  0.11
140 F -26.506 -1.618 8.809  0.10
141 F -24.922 -2.064 7.274  0.09
142 C -25.634 -7.121 9.461  -0.66
143 F -25.284 -7.525 10.644  0.18
144 F -25.767 -5.832 9.371  0.15
145 F -24.730 -7.507 8.498  0.09
146 S -27.424 -7.866 9.063  0.65
147 O -28.297 -7.528 10.219  -0.33
148 O -27.869 -7.169 7.889  -0.35
149 N -27.281 -9.504 8.909  -0.30
150 S -27.339 -9.820 7.380  0.56
151 O -28.676 -9.479 6.847  -0.34
152 O -26.253 -9.402 6.557  -0.31
153 C -27.296 -11.740 7.319  -0.63
154 F -26.296 -12.241 8.063  0.12
155 F -28.482 -12.220 7.770  0.11
156 F -27.175 -12.077 6.042  0.14
157 C -25.558 -6.480 0.220  -0.69
158 F -25.049 -5.686 1.159  0.12
159 F -25.004 -7.643 0.237  0.19
160 F -26.881 -6.464 0.210  0.14
161 S -25.142 -5.641 -1.506  0.76
162 O -26.332 -4.738 -1.778  -0.35
163 O -23.921 -4.866 -1.325  -0.33
164 N -25.092 -6.992 -2.662  -0.31
165 S -23.889 -6.762 -3.490  0.49
166 O -23.826 -5.405 -4.117  -0.36
167 O -22.634 -7.135 -2.864  -0.34
168 C -24.079 -7.918 -4.969  -0.75
169 F -24.374 -9.118 -4.522  0.15
170 F -25.026 -7.366 -5.651  0.17
171 F -22.919 -7.908 -5.589  0.16

***

Record 2
Computed, not measured: a cluster of 15 separate species, C40H75Cl40O20P5 in total in a non-equilibrium geometry, with wB97M-V/def2-TZVPD.

Calculated values
gap between HOMO and LUMO = 10.2 eV
molar mass = 2449.01 g/mol
E_HOMO = -10.3 eV

Last column: Löwdin charge in e.
Geometry (Å):
1 C -0.215 1.836 -6.453  -2.01
2 Cl 0.007 0.548 -7.604  0.54
3 Cl -1.785 1.715 -5.629  0.49
4 Cl 1.180 1.852 -5.333  0.48
5 Cl -0.143 3.393 -7.360  0.50
6 C 4.245 4.001 -2.906  -2.00
7 Cl 4.025 5.254 -1.671  0.52
8 Cl 3.390 2.476 -2.306  0.43
9 Cl 3.519 4.553 -4.370  0.55
10 Cl 5.929 3.501 -3.167  0.56
11 C -4.597 -1.901 -5.509  -2.04
12 Cl -4.702 -0.548 -6.632  0.54
13 Cl -2.960 -2.353 -5.089  0.55
14 Cl -5.403 -1.404 -3.962  0.51
15 Cl -5.429 -3.251 -6.202  0.57
16 C -0.737 5.466 -1.360  -1.92
17 Cl -0.082 5.340 0.292  0.59
18 Cl -1.259 3.825 -1.916  0.48
19 Cl -2.128 6.709 -1.391  0.46
20 Cl 0.515 6.109 -2.368  0.54
21 C 0.540 -0.634 -1.379  -1.88
22 Cl 2.289 -0.760 -1.938  0.48
23 Cl 0.408 0.878 -0.466  0.50
24 Cl -0.415 -0.433 -2.888  0.49
25 Cl -0.010 -1.963 -0.336  0.56
26 C -1.189 -4.989 2.060  -2.10
27 Cl -0.837 -6.407 1.127  0.59
28 Cl 0.224 -3.995 2.208  0.54
29 Cl -2.457 -4.141 1.141  0.57
30 Cl -1.820 -5.418 3.584  0.62
31 C 1.282 -3.471 -6.644  -2.06
32 Cl -0.287 -3.250 -7.364  0.53
33 Cl 2.552 -3.079 -7.843  0.52
34 Cl 1.341 -2.391 -5.293  0.54
35 Cl 1.538 -5.127 -6.095  0.60
36 C -5.035 3.201 -2.636  -2.02
37 Cl -4.510 4.712 -3.534  0.48
38 Cl -4.041 1.796 -3.013  0.49
39 Cl -4.830 3.504 -0.967  0.60
40 Cl -6.714 2.818 -3.064  0.53
41 C 2.959 -0.506 2.664  -1.95
42 Cl 4.140 -0.431 3.987  0.52
43 Cl 1.317 -0.546 3.420  0.57
44 Cl 3.177 0.928 1.609  0.51
45 Cl 3.225 -2.011 1.771  0.48
46 C 5.213 -4.444 -0.628  -1.98
47 Cl 5.668 -5.365 -2.044  0.55
48 Cl 5.386 -2.702 -1.073  0.52
49 Cl 3.574 -4.851 -0.125  0.55
50 Cl 6.427 -4.724 0.687  0.50
51 C -0.912 0.793 7.754  -0.06
52 C 0.029 0.804 6.501  -0.19
53 O -0.367 1.817 5.454  -0.23
54 P -1.709 1.589 4.608  0.37
55 O -2.949 1.718 5.402  -0.24
56 O -1.465 2.666 3.459  -0.18
57 C -2.426 3.759 3.264  -0.21
58 C -3.038 3.520 1.840  -0.10
59 O -1.524 0.179 3.963  -0.24
60 C -2.539 -0.440 3.140  -0.24
61 C -2.659 -1.881 3.529  -0.11
62 H -0.737 -0.145 8.313  0.07
63 H -0.604 1.535 8.484  0.07
64 H -1.985 0.829 7.467  0.07
65 H 1.015 1.080 6.749  0.09
66 H 0.134 -0.136 5.873  0.09
67 H -3.235 3.756 4.000  0.11
68 H -1.906 4.730 3.299  0.09
69 H -3.437 4.499 1.492  0.06
70 H -2.256 3.172 1.119  0.06
71 H -3.853 2.767 1.905  0.05
72 H -3.462 0.075 3.251  0.06
73 H -2.286 -0.298 2.006  0.15
74 H -1.750 -2.503 3.496  0.01
75 H -2.871 -1.907 4.685  0.13
76 H -3.365 -2.523 2.980  0.04
77 C -2.077 8.532 2.264  -0.05
78 C -0.563 8.191 2.318  -0.26
79 O -0.239 6.865 2.796  -0.26
80 P 0.243 6.927 4.337  0.35
81 O 1.466 7.682 4.600  -0.22
82 O -0.987 7.461 5.149  -0.17
83 C -0.646 7.952 6.470  -0.26
84 C -1.709 8.866 6.980  -0.05
85 O 0.207 5.416 4.788  -0.18
86 C 1.408 4.614 4.820  -0.24
87 C 2.069 4.404 3.437  -0.08
88 H -2.329 9.063 3.157  0.05
89 H -2.355 9.231 1.467  0.08
90 H -2.676 7.633 2.129  0.07
91 H -0.097 8.034 1.347  0.09
92 H -0.066 8.957 2.914  0.11
93 H -0.473 7.061 7.017  0.11
94 H 0.318 8.453 6.341  0.11
95 H -1.898 9.576 6.202  0.07
96 H -2.573 8.250 7.043  0.07
97 H -1.365 9.374 7.867  0.08
98 H 2.191 5.134 5.434  0.12
99 H 1.096 3.710 5.367  0.10
100 H 2.253 5.452 2.947  0.10
101 H 3.044 3.832 3.486  0.08
102 H 1.373 3.903 2.754  0.05
103 C 7.055 0.225 0.625  -0.07
104 C 7.675 0.722 -0.618  -0.28
105 O 7.274 -0.215 -1.610  -0.23
106 P 7.980 -0.221 -3.031  0.34
107 O 8.105 1.040 -3.707  -0.21
108 O 9.311 -1.060 -2.827  -0.17
109 C 9.465 -2.354 -2.234  -0.25
110 C 10.859 -2.444 -1.611  -0.07
111 O 7.102 -1.247 -3.831  -0.19
112 C 6.190 -0.904 -4.824  -0.26
113 C 4.830 -0.632 -4.158  -0.10
114 H 6.012 0.491 0.661  0.05
115 H 7.261 -0.834 0.792  0.08
116 H 7.641 0.739 1.409  0.09
117 H 7.387 1.728 -0.996  0.12
118 H 8.728 0.759 -0.490  0.11
119 H 8.731 -2.473 -1.456  0.10
120 H 9.433 -3.146 -2.994  0.13
121 H 11.010 -3.460 -1.281  0.07
122 H 11.552 -2.215 -2.457  0.10
123 H 11.019 -1.799 -0.766  0.07
124 H 6.561 -0.018 -5.371  0.12
125 H 6.111 -1.795 -5.435  0.12
126 H 4.345 -1.558 -3.899  0.03
127 H 4.985 -0.060 -3.242  0.04
128 H 4.191 -0.147 -4.948  0.09
129 C -3.276 -1.262 -0.734  -0.11
130 C -4.786 -1.537 -0.657  -0.21
131 O -5.282 -1.552 0.746  -0.15
132 P -5.906 -0.321 1.386  0.29
133 O -5.349 1.002 1.090  -0.25
134 O -5.834 -0.768 2.906  -0.18
135 C -5.947 0.245 3.941  -0.27
136 C -7.340 0.131 4.389  -0.08
137 O -7.425 -0.281 1.027  -0.18
138 C -7.960 0.320 -0.207  -0.23
139 C -9.458 0.702 -0.124  -0.06
140 H -3.134 -0.208 -0.411  0.08
141 H -2.726 -1.830 -0.033  -0.03
142 H -2.960 -1.236 -1.764  0.03
143 H -5.288 -0.736 -1.155  0.06
144 H -5.027 -2.485 -1.114  0.11
145 H -5.252 0.079 4.783  0.12
146 H -5.616 1.163 3.472  0.10
147 H -7.549 -0.948 4.655  0.11
148 H -7.499 0.793 5.219  0.07
149 H -8.081 0.335 3.570  0.09
150 H -7.265 1.191 -0.382  0.10
151 H -7.886 -0.399 -1.050  0.12
152 H -9.609 1.504 0.613  0.08
153 H -9.709 1.129 -1.097  0.07
154 H -10.045 -0.163 0.137  0.07
155 C 2.705 -8.493 -0.877  -0.08
156 C 2.921 -8.329 -2.370  -0.24
157 O 2.013 -7.356 -2.958  -0.20
158 P 0.430 -7.569 -2.797  0.41
159 O -0.098 -8.674 -2.054  -0.21
160 O -0.123 -6.239 -2.052  -0.22
161 C 0.138 -4.908 -2.657  -0.28
162 C -1.139 -4.274 -2.992  -0.12
163 O -0.022 -7.381 -4.364  -0.26
164 C -1.268 -8.021 -4.781  -0.22
165 C -1.619 -7.281 -6.108  -0.07
166 H 3.546 -9.097 -0.491  0.09
167 H 2.554 -7.549 -0.343  0.05
168 H 1.746 -9.067 -0.783  0.07
169 H 3.845 -7.899 -2.643  0.08
170 H 2.752 -9.270 -2.915  0.13
171 H 0.694 -4.280 -1.982  0.08
172 H 0.778 -5.035 -3.520  0.05
173 H -0.806 -3.453 -3.608  0.00
174 H -1.642 -5.002 -3.633  0.08
175 H -1.826 -3.981 -2.119  0.10
176 H -1.076 -9.098 -4.919  0.13
177 H -1.988 -7.772 -4.018  0.11
178 H -1.448 -6.172 -6.041  0.07
179 H -0.996 -7.702 -6.881  0.07
180 H -2.623 -7.434 -6.458  0.06